{"formula": "C4H11N3", "method": "ωB97M-V with the def2-TZVPD basis set", "e_above_lowest_kcal_mol": 87.1, "spin_multiplicity": 3, "lumo_energy_ev": [0.943, -3.061], "e_homo_ev": [-2.8, -10.0], "s_squared": 2.006, "orbital_gap_ev": [3.7, 7.0], "elements": ["C", "C", "C", "C", "N", "N", "N", "H", "H", "H", "H", "H", "H", "H", "H", "H", "H", "H"], "xyz": [[2.38, 0.00, -0.15], [1.46, 0.20, 1.01], [-0.98, -1.11, -0.72], [-1.96, 0.99, -0.41], [1.23, 0.14, -1.13], [0.42, 0.69, -0.03], [-0.90, 0.12, 0.09], [3.21, 0.76, -0.30], [2.79, -1.03, -0.37], [1.30, -0.81, 1.38], [1.58, 0.84, 1.89], [-2.04, -1.28, -0.87], [-0.71, -0.78, -1.75], [-0.26, -1.98, -0.47], [-2.94, 0.72, -0.08], [-1.78, 2.06, -0.02], [-1.92, 1.06, -1.46], [1.47, 0.84, -1.84]]}

{"formula": "C40H33BF4IN6O4SSc", "method": "ωB97M-V with the def2-TZVPD basis set", "e_above_lowest_kcal_mol": 44.4, "lumo_energy_ev": -0.678, "e_homo_ev": -8.0, "orbital_gap_ev": 7.3, "elements": ["Sc", "C", "C", "N", "C", "C", "C", "O", "C", "C", "N", "C", "C", "C", "C", "C", "C", "I", "C", "O", "H", "H", "H", "H", "H", "H", "H", "H", "H", "H", "H", "H", "C", "C", "C", "C", "C", "C", "C", "S", "O", "O", "N", "C", "C", "C", "C", "C", "C", "C", "C", "N", "C", "H", "H", "H", "H", "H", "H", "H", "H", "H", "H", "H", "H", "H", "C", "C", "C", "C", "N", "C", "C", "C", "C", "C", "C", "N", "H", "H", "H", "H", "H", "H", "H", "H", "F", "B", "F", "F", "F"], "xyz": [[-0.64, 0.01, 0.15], [-1.75, -3.36, -2.62], [-1.01, -2.24, -3.30], [-1.12, -2.11, -4.61], [-0.33, -1.22, -5.25], [0.69, -0.54, -4.63], [1.65, 0.28, -5.44], [2.94, -0.34, -5.58], [0.80, -0.65, -3.23], [2.05, -0.31, -2.53], [2.14, -0.11, -1.27], [3.44, -0.23, -0.71], [4.58, 0.36, -1.25], [5.80, 0.24, -0.60], [5.90, -0.48, 0.58], [4.77, -1.06, 1.13], [3.55, -0.93, 0.49], [1.85, -1.75, 1.37], [-0.15, -1.40, -2.53], [-0.22, -1.38, -1.23], [-2.66, -3.59, -3.17], [-1.97, -3.14, -1.58], [-1.12, -4.25, -2.62], [-0.49, -1.11, -6.31], [1.85, 1.24, -4.97], [1.22, 0.48, -6.42], [2.80, -1.23, -5.93], [2.95, -0.41, -3.14], [4.50, 0.93, -2.16], [6.68, 0.71, -1.02], [6.85, -0.57, 1.09], [4.83, -1.61, 2.06], [-5.96, 6.19, -0.48], [-5.28, 4.95, 0.04], [-4.02, 4.57, -0.42], [-3.38, 3.46, 0.09], [-4.00, 2.69, 1.07], [-5.26, 3.05, 1.55], [-5.89, 4.17, 1.02], [-3.26, 1.20, 1.68], [-3.56, 0.17, 0.73], [-3.73, 1.04, 3.03], [-1.67, 1.44, 1.56], [-1.12, 2.38, 2.45], [-1.80, 3.17, 3.34], [-1.13, 4.07, 4.20], [0.22, 4.20, 4.18], [0.96, 3.40, 3.27], [2.36, 3.49, 3.19], [3.03, 2.72, 2.29], [2.29, 1.86, 1.46], [0.98, 1.74, 1.50], [0.30, 2.51, 2.40], [-5.65, 6.41, -1.50], [-5.71, 7.06, 0.13], [-7.05, 6.08, -0.47], [-3.53, 5.18, -1.17], [-2.39, 3.18, -0.25], [-5.72, 2.45, 2.32], [-6.87, 4.45, 1.39], [-2.87, 3.09, 3.44], [-1.72, 4.66, 4.89], [0.74, 4.88, 4.84], [2.89, 4.17, 3.86], [4.11, 2.75, 2.19], [2.81, 1.28, 0.73], [-4.29, -0.79, -2.59], [-4.31, 0.22, -3.54], [-3.33, 1.19, -3.52], [-2.34, 1.12, -2.54], [-2.34, 0.17, -1.61], [-3.29, -0.76, -1.64], [-1.20, 2.07, -2.49], [-1.03, 3.07, -3.44], [0.07, 3.90, -3.36], [0.98, 3.71, -2.33], [0.74, 2.69, -1.43], [-0.33, 1.89, -1.49], [-5.03, -1.57, -2.57], [-5.08, 0.24, -4.30], [-3.33, 1.97, -4.26], [-3.26, -1.50, -0.85], [-1.74, 3.19, -4.24], [0.21, 4.68, -4.09], [1.86, 4.33, -2.22], [1.43, 2.50, -0.63], [-1.39, -1.46, 1.18], [-1.68, -2.55, 2.33], [-2.76, -3.23, 1.86], [-0.50, -3.28, 2.33], [-1.87, -1.81, 3.45]]}

{"formula": "C18H18F5FeN3OS2", "method": "ωB97M-V with the def2-TZVPD basis set", "charge": 1, "spin_multiplicity": 2, "lumo_energy_ev": [-5.373, -4.309], "e_homo_ev": [-11.8, -11.7], "s_squared": 1.207, "orbital_gap_ev": [6.4, 7.4], "elements": ["Fe", "C", "S", "C", "S", "N", "N", "C", "C", "C", "C", "C", "C", "N", "H", "H", "H", "H", "H", "H", "H", "H", "C", "C", "O", "C", "C", "H", "H", "H", "H", "H", "H", "H", "H", "H", "H", "F", "C", "C", "C", "F", "C", "F", "C", "F", "C", "F"], "xyz": [[-0.18, -0.52, -0.47], [-3.67, 3.84, -0.11], [-3.73, 2.42, -1.23], [-2.22, 1.67, -0.88], [-1.84, 0.31, -1.91], [-1.44, 2.11, 0.05], [-0.28, 1.36, 0.08], [0.80, 1.96, 0.41], [2.03, 1.19, 0.22], [3.28, 1.69, 0.51], [4.39, 0.91, 0.20], [4.20, -0.33, -0.37], [2.91, -0.77, -0.61], [1.84, -0.03, -0.33], [-4.59, 4.39, -0.28], [-2.81, 4.47, -0.35], [-3.61, 3.50, 0.92], [0.79, 3.00, 0.72], [3.39, 2.67, 0.95], [5.39, 1.27, 0.41], [5.04, -0.97, -0.62], [2.71, -1.75, -1.04], [0.61, -2.99, 1.42], [0.23, -3.48, 0.05], [0.36, -2.44, -0.95], [0.35, -3.02, -2.28], [0.65, -1.98, -3.33], [0.69, -3.85, 2.09], [-0.12, -2.31, 1.84], [1.59, -2.50, 1.41], [-0.80, -3.85, 0.02], [0.89, -4.30, -0.26], [-0.61, -3.51, -2.45], [1.13, -3.79, -2.28], [-0.12, -1.21, -3.37], [0.67, -2.46, -4.31], [1.61, -1.51, -3.17], [-2.68, -2.46, -1.42], [-2.81, -2.04, -0.15], [-1.91, -1.14, 0.38], [-2.13, -0.75, 1.69], [-1.24, 0.06, 2.31], [-3.18, -1.22, 2.45], [-3.33, -0.85, 3.71], [-4.07, -2.13, 1.88], [-5.08, -2.60, 2.58], [-3.88, -2.54, 0.57], [-4.72, -3.41, 0.02]]}

{"formula": "C3H6N4", "method": "ωB97M-V with the def2-TZVPD basis set", "e_above_lowest_kcal_mol": 83.6, "lumo_energy_ev": 0.834, "e_homo_ev": -7.4, "orbital_gap_ev": 8.3, "elements": ["N", "C", "C", "N", "N", "C", "N", "H", "H", "H", "H", "H", "H"], "xyz": [[0.07, 0.20, -1.40], [0.93, 0.04, -0.31], [-0.66, -0.28, -0.12], [1.81, 0.96, 0.21], [-1.79, 0.42, 0.30], [-0.08, -1.62, 0.09], [1.18, -1.41, -0.12], [-0.15, 1.19, -1.54], [2.33, 0.61, 1.00], [1.43, 1.89, 0.36], [-1.91, 0.45, 1.30], [-2.65, 0.12, -0.15], [-0.52, -2.56, 0.39]]}

{"formula": "C16H58N4O13", "method": "ωB97M-V with the def2-TZVPD basis set", "e_above_lowest_kcal_mol": 104.1, "lumo_energy_ev": 0.256, "e_homo_ev": -9.0, "orbital_gap_ev": 9.3, "elements": ["C", "C", "O", "H", "H", "H", "H", "H", "H", "C", "C", "O", "H", "H", "H", "H", "H", "H", "C", "C", "O", "H", "H", "H", "H", "H", "H", "C", "O", "N", "N", "H", "H", "H", "H", "C", "O", "N", "N", "H", "H", "H", "H", "C", "O", "H", "H", "H", "H", "C", "O", "H", "H", "H", "H", "C", "O", "H", "H", "H", "H", "C", "O", "H", "H", "H", "H", "C", "O", "H", "H", "H", "H", "C", "O", "H", "H", "H", "H", "C", "O", "H", "H", "H", "H", "C", "O", "H", "H", "H", "H"], "xyz": [[-2.61, -0.10, -3.63], [-2.55, -0.94, -4.85], [-1.59, -0.31, -5.64], [-2.82, 0.97, -3.82], [-1.64, -0.17, -3.12], [-3.37, -0.49, -3.01], [-3.38, -1.07, -5.46], [-2.27, -1.95, -4.48], [-1.48, -0.81, -6.49], [4.05, 0.48, 0.38], [5.54, 0.51, 0.53], [6.06, -0.76, 0.22], [3.61, 0.10, 1.29], [3.67, -0.04, -0.49], [3.66, 1.47, 0.28], [5.75, 0.81, 1.49], [5.96, 1.31, -0.11], [5.88, -1.05, -0.68], [0.08, 4.16, 0.57], [1.48, 3.61, 0.38], [1.74, 3.79, -0.99], [-0.58, 3.53, -0.10], [0.09, 5.23, 0.31], [-0.34, 3.96, 1.59], [1.54, 2.54, 0.56], [2.20, 4.23, 0.94], [2.62, 3.46, -1.12], [1.20, 1.12, -3.04], [2.40, 0.97, -2.38], [0.89, 0.40, -4.06], [0.33, 2.03, -2.71], [1.68, -0.07, -4.54], [-0.08, 0.27, -4.39], [0.67, 2.74, -2.07], [-0.55, 2.22, -3.22], [-0.21, 2.18, 3.66], [-1.38, 2.92, 3.47], [0.59, 2.37, 4.68], [0.15, 1.21, 2.90], [0.45, 3.20, 5.36], [1.45, 1.90, 4.91], [-0.40, 0.93, 2.12], [0.96, 0.60, 3.14], [-2.88, 2.32, -1.38], [-2.97, 2.77, -0.03], [-2.74, 3.11, -2.16], [-3.76, 1.77, -1.76], [-1.91, 1.81, -1.37], [-2.95, 3.75, -0.05], [-3.21, 0.30, 3.06], [-4.58, 0.23, 3.17], [-2.85, -0.71, 3.00], [-2.83, 0.76, 4.00], [-2.83, 0.89, 2.13], [-4.87, -0.27, 3.96], [-0.08, -4.18, 0.80], [0.84, -4.79, 1.64], [-0.93, -3.63, 1.22], [-0.57, -4.84, 0.12], [0.49, -3.52, 0.14], [1.61, -5.10, 1.12], [3.73, -3.06, 2.34], [4.40, -1.90, 2.63], [2.82, -2.76, 1.78], [3.32, -3.48, 3.19], [4.37, -3.75, 1.74], [4.84, -1.50, 1.86], [-0.49, -2.06, 3.77], [-1.31, -2.94, 4.57], [0.43, -2.57, 3.54], [-0.30, -1.09, 4.28], [-1.07, -1.87, 2.86], [-1.87, -2.38, 5.09], [0.25, -0.44, 0.11], [-0.98, 0.19, 0.57], [0.27, -0.43, -0.93], [0.50, -1.38, 0.54], [1.11, 0.17, 0.38], [-1.23, 0.90, 0.01], [-4.13, -0.65, -0.01], [-5.09, -0.79, -1.04], [-4.44, -1.18, 0.93], [-4.03, 0.35, 0.31], [-3.19, -1.07, -0.29], [-5.69, -0.06, -1.05], [1.02, -2.68, -4.05], [0.56, -2.02, -2.94], [1.27, -3.73, -3.81], [1.85, -2.23, -4.53], [0.13, -2.71, -4.75], [0.50, -1.06, -3.12]]}

{"formula": "C22H43As3BMnNO2S", "method": "ωB97M-V with the def2-TZVPD basis set", "spin_multiplicity": 6, "lumo_energy_ev": [0.637, 0.586], "e_homo_ev": [-7.5, -8.1], "s_squared": 8.760, "orbital_gap_ev": [8.1, 8.7], "elements": ["Mn", "S", "C", "C", "C", "C", "C", "N", "H", "H", "H", "H", "C", "As", "C", "C", "C", "C", "C", "As", "C", "C", "C", "As", "C", "C", "H", "H", "H", "H", "H", "H", "H", "H", "H", "H", "H", "H", "H", "H", "H", "H", "H", "H", "H", "H", "H", "H", "H", "H", "H", "H", "H", "C", "C", "C", "O", "B", "O", "C", "C", "C", "H", "H", "H", "H", "H", "H", "H", "H", "H", "H", "H", "H"], "xyz": [[1.14, 0.86, 0.46], [1.83, 1.18, 2.86], [1.11, 1.18, -1.62], [1.89, 1.69, -2.68], [1.55, 1.41, -4.00], [0.45, 0.59, -4.28], [-0.35, 0.25, -3.24], [-0.06, 0.55, -1.98], [2.77, 2.30, -2.48], [2.13, 1.71, -4.88], [0.23, 0.38, -5.31], [-1.34, -0.18, -3.33], [-0.76, -2.89, -0.31], [-0.52, -1.35, 0.94], [0.11, -2.19, 2.60], [-2.38, -1.22, 1.67], [-3.43, -0.34, 0.98], [-4.70, -0.56, 1.78], [-3.13, 1.16, 1.20], [-1.43, 1.98, 0.48], [-2.15, 2.64, -1.24], [-1.51, 3.71, 1.38], [-3.66, -0.73, -0.47], [-5.03, 0.24, -1.42], [-6.64, -0.75, -0.90], [-4.69, -0.48, -3.23], [-0.64, -3.87, 0.20], [-0.05, -2.73, -1.16], [-1.83, -2.82, -0.71], [-0.52, -3.05, 2.77], [0.08, -1.50, 3.39], [1.15, -2.52, 2.47], [-2.20, -0.86, 2.66], [-2.73, -2.26, 1.72], [-4.54, -0.45, 2.89], [-5.15, -1.56, 1.68], [-5.36, 0.20, 1.48], [-3.21, 1.37, 2.27], [-3.91, 1.72, 0.65], [-3.04, 3.29, -1.07], [-2.47, 1.79, -1.89], [-1.35, 3.11, -1.83], [-2.52, 4.27, 1.20], [-0.77, 4.36, 0.93], [-1.36, 3.60, 2.50], [-4.05, -1.76, -0.50], [-2.82, -0.68, -1.16], [-6.75, -0.46, 0.11], [-6.46, -1.82, -0.86], [-7.46, -0.39, -1.50], [-3.76, -0.07, -3.71], [-5.47, -0.10, -3.86], [-4.69, -1.58, -3.24], [5.95, 1.34, 1.70], [5.42, -0.12, 1.83], [6.58, -1.09, 2.23], [4.39, 0.00, 2.87], [3.22, 0.30, 2.26], [3.33, -0.08, 0.90], [4.59, -0.51, 0.57], [4.56, -2.04, 0.29], [4.94, 0.30, -0.78], [6.37, 1.67, 2.70], [5.12, 2.02, 1.49], [6.76, 1.48, 0.98], [7.04, -0.64, 3.13], [7.36, -1.17, 1.44], [6.19, -2.05, 2.53], [4.06, -2.52, 1.15], [5.57, -2.39, 0.06], [3.89, -2.22, -0.57], [4.75, 1.39, -0.64], [4.35, -0.17, -1.57], [6.00, 0.14, -0.99]]}

{"formula": "C4H12BClNO4", "method": "ωB97M-V with the def2-TZVPD basis set", "e_above_lowest_kcal_mol": 0.0, "charge": -1, "lumo_energy_ev": 2.533, "e_homo_ev": -3.6, "orbital_gap_ev": 6.1, "elements": ["C", "O", "C", "C", "O", "C", "O", "B", "N", "O", "H", "H", "H", "H", "H", "H", "H", "H", "H", "H", "H", "H", "Cl"], "xyz": [[1.57, 0.90, 0.94], [2.12, -0.34, 0.53], [1.43, -0.98, -0.49], [0.22, -1.80, -0.07], [-0.75, -1.14, 0.72], [-1.92, -0.66, 0.06], [-2.98, -0.74, 0.99], [-1.64, 0.84, -0.42], [-1.28, 1.11, -1.76], [-1.78, 1.82, 0.53], [2.37, 1.59, 1.19], [0.94, 1.30, 0.13], [0.91, 0.75, 1.80], [2.13, -1.69, -0.94], [1.16, -0.26, -1.29], [0.57, -2.66, 0.52], [-0.25, -2.20, -0.98], [-2.18, -1.35, -0.75], [-2.58, -0.62, 1.86], [-0.91, 0.35, -2.31], [-0.77, 1.95, -1.98], [-1.13, 2.53, 0.50], [4.72, 1.30, 1.22]]}

{"formula": "C13H24O3", "method": "ωB97M-V with the def2-TZVPD basis set", "e_above_lowest_kcal_mol": 0.0, "lumo_energy_ev": 0.931, "smiles": "C=CC[C@]1([C@@H](C)OCCC)CO[C@H](C)OC1", "e_homo_ev": -9.3, "orbital_gap_ev": 10.2, "elements": ["O", "O", "O", "C", "C", "C", "C", "C", "C", "C", "C", "C", "C", "C", "C", "C", "H", "H", "H", "H", "H", "H", "H", "H", "H", "H", "H", "H", "H", "H", "H", "H", "H", "H", "H", "H", "H", "H", "H", "H"], "xyz": [[-0.50, -0.32, -2.41], [1.46, -1.51, -2.01], [0.99, 1.29, 1.24], [-2.49, -2.85, 1.27], [-1.89, -1.93, 0.41], [0.46, -1.59, -4.20], [-0.22, 4.00, 0.55], [1.00, -0.89, 2.41], [0.54, 2.27, 2.20], [-0.34, 0.30, -1.13], [1.68, -0.90, -0.74], [0.75, -0.72, -2.96], [-0.50, -2.07, -0.13], [-0.67, 3.02, 1.64], [0.34, -0.03, 1.30], [0.28, -0.68, -0.14], [-1.92, -3.75, 1.61], [-3.52, -2.76, 1.63], [-2.43, -1.06, 0.04], [-0.17, -1.12, -4.97], [1.45, -1.86, -4.65], [-0.07, -2.48, -3.87], [-0.91, 4.89, 0.54], [0.79, 4.39, 0.74], [-0.20, 3.53, -0.44], [1.09, -0.25, 3.32], [1.98, -1.27, 2.14], [0.37, -1.78, 2.64], [1.36, 2.96, 2.37], [0.31, 1.80, 3.16], [0.24, 1.24, -1.23], [-1.32, 0.67, -0.72], [2.30, -1.54, -0.08], [2.23, 0.06, -0.93], [1.38, 0.17, -3.23], [-0.65, -2.47, -1.13], [0.04, -2.83, 0.38], [-1.44, 2.35, 1.28], [-1.11, 3.65, 2.43], [-0.67, 0.09, 1.65]]}